Model one:
The following is a quantum chemistry calculation of an isolated molecule of C17H17ClN2O3, from the OMol25 dataset.

Each line ends with the natural charge from an NBO analysis.
Atoms and positions in Å:
Cl 1.474 1.271 -0.968  0.014
O -1.715 -3.279 0.507  -0.595
O -0.529 -1.119 -1.799  -0.619
O 2.635 -1.639 -0.179  -0.517
N -1.251 -1.095 0.850  -0.475
N 0.054 -1.235 0.387  -0.464
C -2.325 2.387 -0.796  -0.194
C 3.760 1.874 0.271  -0.198
C -2.866 3.180 0.201  -0.221
C 4.483 -0.709 0.854  -0.262
C -3.677 0.527 -0.073  -0.049
C 1.743 -1.711 -1.271  -0.168
C -2.728 1.069 -0.934  -0.242
C -4.220 1.336 0.921  -0.175
C 0.299 -1.330 -0.946  0.667
C 5.281 0.332 1.275  -0.194
C -3.562 -1.790 0.948  -0.493
C -4.106 -0.909 -0.194  -0.420
C 2.945 0.828 -0.143  -0.135
C -3.818 2.652 1.058  -0.222
C -2.111 -2.159 0.723  0.680
C 3.306 -0.492 0.131  0.345
C 4.924 1.636 0.974  -0.226
H -2.295 0.452 -1.708  0.248
H 2.089 -1.128 -2.130  0.216
H -4.250 3.269 1.832  0.213
H -3.771 -1.319 -1.149  0.229
H -5.197 -0.957 -0.167  0.222
H -4.127 -2.722 0.993  0.239
H -4.969 0.931 1.587  0.202
H -3.661 -1.269 1.902  0.223
H -1.586 2.793 -1.470  0.215
H 1.730 -2.769 -1.560  0.226
H 4.743 -1.734 1.069  0.229
H 5.542 2.463 1.287  0.220
H 0.720 -1.637 1.036  0.408
H -2.552 4.208 0.308  0.214
H -1.632 -0.158 0.752  0.412
H 6.183 0.126 1.830  0.220
H 3.458 2.883 0.039  0.228

For the HOMO-LUMO gap, the calculation gives 9.79 eV. The structure (SMILES) is O=C(CCc1ccccc1)NNC(=O)COc1ccccc1Cl.

---

Model two:
The following is a quantum chemistry calculation of an isolated molecule of C17H17ClN2O3, from the OMol25 dataset.

Each line ends with the natural charge from an NBO analysis.
Atoms and positions in Å:
Cl 4.836 -0.718 -2.870  0.008
O -2.606 2.033 -1.690  -0.573
O 1.025 1.677 -0.747  -0.615
O -0.645 -0.386 1.608  -0.608
N -1.578 1.078 0.113  -0.472
N 2.153 1.047 1.130  -0.614
C 3.226 0.315 0.618  0.242
C -2.195 1.056 -1.125  0.731
C 4.552 -0.557 -1.174  -0.003
C -3.929 -1.558 0.427  -0.184
C -3.750 -0.742 -1.857  -0.440
C 3.462 0.183 -0.747  -0.306
C -4.482 -0.866 -0.557  -0.193
C 0.131 2.324 1.390  -0.510
C 5.171 -1.028 1.078  -0.182
C 5.415 -1.166 -0.278  -0.262
C -2.594 -2.198 0.203  -0.445
C -2.276 -0.384 -1.591  -0.314
C 4.089 -0.296 1.527  -0.263
C -1.207 -0.162 0.564  0.724
C 1.136 1.655 0.458  0.697
C -1.262 2.338 0.758  -0.215
C -1.636 -1.194 -0.465  -0.301
H 3.907 -0.197 2.587  0.206
H -1.715 -0.464 -2.525  0.250
H -0.740 -1.726 -0.796  0.246
H 0.102 1.797 2.343  0.234
H 5.833 -1.496 1.790  0.219
H -4.403 -1.677 1.388  0.212
H -2.016 2.558 1.521  0.213
H 2.804 0.651 -1.459  0.269
H -1.324 3.092 -0.032  0.249
H -4.191 0.029 -2.490  0.240
H 2.091 1.038 2.139  0.403
H 6.257 -1.736 -0.635  0.227
H 0.449 3.354 1.563  0.240
H -2.709 -3.064 -0.456  0.219
H -2.152 -2.537 1.140  0.237
H -3.790 -1.694 -2.394  0.219
H -5.438 -0.379 -0.455  0.214

For the HOMO-LUMO gap, the calculation gives 9.39 eV. The structure (SMILES) is O=C(CCN1C(=O)[C@H]2CC=CC[C@H]2C1=O)Nc1cccc(Cl)c1.

---

Verdict on stability: model one comes out at the bottom.

---

Model one:
The following is a quantum chemistry calculation of a structure of composition C4H5FN2S, from the OMol25 dataset.

Each line ends with the natural charge from an NBO analysis.
Atoms and positions in Å:
S 3.313 0.256 -0.171  -0.073
F -1.389 1.941 -0.052  -0.286
N 0.617 -0.852 -0.147  -0.454
N 0.849 1.345 -0.079  -0.567
C -0.446 1.083 -0.202  0.461
C 1.467 0.176 -0.046  0.196
C -0.608 -0.359 -0.100  0.029
C -1.907 -1.060 -0.076  -0.638
H -2.605 -0.095 0.114  0.226
H 1.453 2.254 0.265  0.461
H -2.572 -1.698 -1.018  0.221
H -1.858 -1.812 0.702  0.229
H 3.686 -1.180 0.808  0.194

For the HOMO-LUMO gap, the calculation gives 7.60 eV.

---

Model two:
The following is a quantum chemistry calculation of an isolated molecule of C4H5FN2S, from the OMol25 dataset.

Each line ends with the natural charge from an NBO analysis.
Atoms and positions in Å:
S -1.690 -1.750 -0.125  -0.112
F 0.449 2.894 -0.019  -0.324
N 1.740 -1.509 0.298  -0.611
N 0.847 -0.558 -0.089  -0.274
C -0.530 -0.558 -0.146  0.129
C 0.343 1.552 0.143  0.348
C 1.357 0.760 0.066  -0.122
C -1.003 0.966 -0.057  -0.536
H -1.624 1.084 -1.138  0.291
H 2.520 0.805 -0.178  0.235
H 1.975 -1.445 1.316  0.353
H 2.580 -1.310 -0.233  0.352
H -1.564 0.972 0.900  0.271

For the HOMO-LUMO gap, the calculation gives 8.61 eV. The structure (SMILES) is NN1C=C(F)CC1=S.

---

Verdict on stability: model one comes out at the bottom.